Below is a molecular structure, C19H21IrN5O7, with properties calculated with wB97M-V/def2-TZVPD.

XYZ file:
```
53
C19H21IrN5O7 | OMol25 | wB97M-V/def2-TZVPD
Ir 0.32352 -0.21777 -0.19569
O -2.69037 2.24456 0.36436
C -1.74272 1.58122 0.68224
O -0.62525 1.53733 -0.05538
C -1.70171 0.81072 2.00326
C -0.29562 0.75094 2.59880
C -0.32546 0.23607 4.03382
C -0.57916 -1.27953 3.83656
C -0.73650 -1.37469 2.32880
O 0.27918 -0.39931 1.88321
C -2.03897 -0.71795 1.86020
C -2.41798 -1.13007 0.43559
O -3.55681 -1.39720 0.15395
O -1.42636 -1.18432 -0.43282
H -2.40262 1.30739 2.66970
H 0.32722 1.62279 2.41884
H -1.11143 0.72989 4.60224
H 0.62127 0.42115 4.53691
H -1.46538 -1.64169 4.35312
H 0.27401 -1.86807 4.16810
H -0.51576 -2.33479 1.87116
H -2.86718 -0.99509 2.50681
N -1.45808 0.34750 -7.01721
C -0.29589 -0.07279 -6.47437
O 0.64908 -0.45403 -7.13099
C -0.19078 -0.04736 -4.96264
C -1.13818 0.48085 -4.10113
C -0.91911 0.44383 -2.73693
N 0.19483 -0.08966 -2.21729
C 1.11178 -0.61328 -3.04589
C 0.95727 -0.60248 -4.41173
H -1.54553 0.30458 -8.01888
H -2.26862 0.58286 -6.47697
H -2.05813 0.93206 -4.44383
H -1.63652 0.84425 -2.03795
H 1.97389 -1.06864 -2.58162
H 1.70659 -1.02784 -5.06339
C 4.72928 -2.29251 0.03454
N 4.15458 -0.94201 0.06481
C 4.90859 0.18705 0.22502
C 4.37571 1.42968 0.25348
C 2.96000 1.55240 0.11258
N 2.25809 0.43458 -0.03778
C 2.81120 -0.79804 -0.06580
O 1.99458 -1.73419 -0.23191
N 2.28708 2.69472 0.12605
H 5.80966 -2.20823 0.09963
H 4.45226 -2.78541 -0.89393
H 4.35015 -2.87142 0.87322
H 5.97163 0.02094 0.32723
H 5.00727 2.29461 0.38156
H 2.75927 3.57966 0.19055
H 1.27862 2.67073 -0.00392
```

Summary:
highest occupied orbital energy: -11.780 eV
ΔE to the lowest compared entry with this formula, charge and spin: 0.000 eV
LUMO: -0.124 hartree
electronic energy: -1641.3467 Ha
total charge: +1